Record 1
ORCA calculation (wB97M-V/def2-TZVPD) on a single C25H21ClN4O3S molecule.

## Properties
Lowest unoccupied orbital energy (eV): -0.06
2S+1: 1
Kohn-Sham gap (eV): 8.307
Net charge: 0
Relative energy (zero: lowest compared OMol25 entry of this formula, charge and spin) (kJ/mol): 65.9
Highest occupied orbital energy (eV): -8.4
Structure (SMILES): O=C(CC[C@H]1N=C2c3ccccc3N=C(SCc3ccc(Cl)cc3)N2C1=O)NCc1ccco1

Each line ends with the Löwdin charge.
Cartesian coordinates (Å):
O1 -3.44 -0.72 -3.50  0.05
C1 -2.64 -1.60 -3.30  -0.53
C2 -1.58 -2.04 -4.31  -0.09
C3 -0.18 -2.17 -3.72  -0.12
C4 0.31 -0.82 -3.16  -0.21
N1 -0.77 -0.02 -2.63  0.16
C5 -0.51 0.25 -1.42  -0.21
C6 -1.28 1.00 -0.47  -0.08
C7 -2.54 1.52 -0.77  0.00
C8 -3.23 2.23 0.19  -0.06
C9 -2.67 2.42 1.45  -0.07
C10 -1.43 1.91 1.76  -0.02
C11 -0.72 1.18 0.81  -0.21
N2 0.50 0.64 1.16  0.11
C12 1.16 -0.06 0.32  -0.56
S1 2.66 -0.83 0.73  1.06
C13 2.85 -0.23 2.46  -0.38
C14 3.55 1.08 2.49  -0.30
C15 4.94 1.14 2.43  -0.04
C16 5.60 2.36 2.44  -0.10
C17 4.86 3.53 2.50  -0.68
Cl1 5.67 5.05 2.51  0.67
C18 3.47 3.49 2.55  -0.10
C19 2.83 2.27 2.55  -0.04
N3 0.71 -0.27 -0.97  0.10
C20 1.29 -0.98 -2.01  -0.37
O2 2.33 -1.59 -1.94  0.07
N4 -2.67 -2.37 -2.18  0.08
C21 -3.46 -2.04 -1.02  -0.09
C22 -2.61 -1.88 0.20  -0.26
C23 -1.37 -2.37 0.52  -0.03
C24 -1.11 -1.94 1.85  -0.07
C25 -2.20 -1.23 2.23  -0.12
O3 -3.11 -1.19 1.24  0.05
H1 -1.89 -3.00 -4.74  0.12
H2 -1.58 -1.29 -5.11  0.13
H3 0.52 -2.51 -4.48  0.12
H4 -0.17 -2.90 -2.91  0.11
H5 0.79 -0.25 -3.97  0.17
H6 -2.94 1.35 -1.76  0.12
H7 -4.20 2.63 -0.03  0.11
H8 -3.22 2.98 2.20  0.11
H9 -1.00 2.04 2.74  0.11
H10 3.42 -1.01 2.96  0.08
H11 1.84 -0.17 2.87  0.07
H12 5.51 0.23 2.37  0.12
H13 6.67 2.40 2.39  0.10
H14 2.91 4.41 2.60  0.11
H15 1.75 2.23 2.57  0.09
H16 -2.03 -3.14 -2.08  0.13
H17 -3.97 -1.09 -1.24  0.13
H18 -4.22 -2.81 -0.84  0.14
H19 -0.72 -2.96 -0.09  0.11
H20 -0.23 -2.14 2.43  0.10
H21 -2.45 -0.72 3.14  0.12



Record 2
ORCA calculation (wB97M-V/def2-TZVPD) on a molecular structure, C25H21F3N4O2Rh.

## Properties
Lowest unoccupied orbital energy (alpha / beta) (eV): 2.52 / 2.52
2S+1: 1
Kohn-Sham gap (alpha / beta) (eV): 7.183 / 7.182
Net charge: -1
Relative energy (zero: lowest compared OMol25 entry of this formula, charge and spin) (kJ/mol): 0.0
Highest occupied orbital energy (alpha / beta) (eV): -4.7 / -4.7

Each line ends with the Löwdin charge.
Cartesian coordinates (Å):
Rh1 0.25 1.14 -0.31  1.02
C1 -2.64 1.08 4.52  -0.10
C2 -1.59 1.98 4.68  -0.10
C3 -0.56 2.01 3.75  -0.03
C4 -0.60 1.14 2.67  -0.23
C5 -1.64 0.26 2.49  -0.04
C6 -2.66 0.22 3.43  -0.08
N1 0.47 1.15 1.71  -0.07
N2 1.61 1.14 2.22  0.13
C7 2.62 1.14 1.25  -0.29
C8 3.94 1.17 1.69  -0.04
C9 4.95 1.20 0.75  -0.11
C10 4.62 1.24 -0.61  -0.10
C11 3.29 1.21 -1.02  -0.10
C12 2.25 1.14 -0.10  -0.20
H1 -3.45 1.06 5.24  0.09
H2 -1.58 2.67 5.52  0.09
H3 0.26 2.70 3.84  0.11
H4 -1.65 -0.39 1.62  0.09
H5 -3.48 -0.47 3.30  0.10
H6 4.15 1.16 2.75  0.10
H7 5.99 1.22 1.05  0.09
H8 5.41 1.29 -1.35  0.09
H9 3.08 1.29 -2.08  0.09
C13 -1.43 0.90 -4.27  -0.01
C14 -1.15 1.12 -2.81  -0.27
N3 0.03 0.99 -2.31  -0.14
O1 1.02 0.50 -3.16  -0.04
C15 -2.20 1.44 -1.90  -0.30
C16 -3.59 1.82 -2.31  -0.05
N4 -1.87 1.38 -0.61  -0.19
O2 -2.74 1.58 0.26  -0.11
H10 -0.68 0.23 -4.70  0.07
H11 -1.39 1.85 -4.80  0.09
H12 -2.42 0.47 -4.40  0.08
H13 1.46 -0.15 -2.58  0.08
H14 -3.59 2.30 -3.29  0.07
H15 -3.99 2.50 -1.57  0.07
H16 -4.26 0.96 -2.35  0.08
F1 1.10 3.79 0.65  0.01
C17 0.43 3.21 -0.42  -0.58
F2 -0.74 3.92 -0.48  0.02
F3 1.13 3.64 -1.52  0.01
C18 0.18 -0.91 -0.30  -0.09
C19 0.17 -2.13 -0.31  -0.13
C20 0.16 -3.56 -0.33  -0.27
C21 1.17 -4.30 0.30  -0.05
C22 1.15 -5.69 0.28  -0.11
C23 0.12 -6.37 -0.36  -0.12
C24 -0.89 -5.65 -0.99  -0.11
C25 -0.87 -4.27 -0.97  -0.05
H17 1.96 -3.77 0.80  0.11
H18 1.94 -6.24 0.77  0.09
H19 0.11 -7.45 -0.38  0.09
H20 -1.69 -6.17 -1.49  0.09
H21 -1.66 -3.70 -1.46  0.11



Record 3
ORCA calculation (wB97M-V/def2-TZVPD) on a molecular structure, C25H21MgN6O3S7 at a distorted geometry.

## Properties
Lowest unoccupied orbital energy (eV): 0.95
2S+1: 1
Kohn-Sham gap (eV): 5.014
Net charge: -1
Relative energy (zero: lowest compared OMol25 entry of this formula, charge and spin) (kJ/mol): 16.7
Highest occupied orbital energy (eV): -4.1

Each line ends with the Löwdin charge.
Cartesian coordinates (Å):
Mg1 -0.65 0.91 -0.20  0.22
C1 2.50 0.29 -3.62  -0.09
C2 1.28 0.38 -2.94  -0.06
N1 1.24 0.55 -1.64  0.11
C3 2.38 0.52 -0.95  -0.19
C4 3.52 0.51 -1.67  -0.10
N2 3.67 0.31 -2.98  0.11
C5 2.31 0.57 0.56  -0.18
C6 3.41 0.35 1.38  0.08
C7 3.21 0.16 2.77  -0.14
C8 1.89 0.31 3.27  0.07
C9 0.89 0.57 2.38  -0.17
N3 1.09 0.67 1.05  0.04
C10 -0.58 0.78 2.81  -0.15
C11 -1.13 0.66 4.07  -0.07
N4 -2.43 0.80 4.35  0.09
C12 -3.25 0.82 3.32  -0.07
C13 -2.70 0.88 2.05  -0.10
N5 -1.42 0.89 1.78  0.05
C14 4.34 -0.05 3.66  -0.19
C15 4.29 -1.18 4.46  -0.01
C16 5.22 -1.37 5.46  -0.13
N6 6.23 -0.53 5.73  0.07
C17 6.24 0.55 4.92  -0.16
C18 5.38 0.85 3.90  0.00
H1 2.56 0.11 -4.68  0.11
H2 0.36 0.38 -3.51  0.12
H3 4.41 0.83 -1.12  0.12
H4 4.44 0.30 1.01  0.13
H5 1.73 0.07 4.32  0.13
H6 -0.51 0.57 4.94  0.11
H7 -4.30 0.75 3.49  0.11
H8 -3.36 0.92 1.20  0.09
H9 3.50 -1.86 4.24  0.12
H10 5.21 -2.17 6.11  0.09
H11 7.01 1.27 5.10  0.10
H12 5.57 1.79 3.37  0.12
O1 -5.47 -3.71 0.90  -0.10
C19 -4.59 -3.04 0.44  -1.08
S1 -4.79 -1.66 -0.59  0.92
C20 -3.14 -1.22 -0.70  -1.18
C21 -2.23 -2.00 0.01  -1.15
S2 -0.48 -1.74 0.15  0.47
S3 -2.91 -3.39 0.84  0.93
S4 -2.82 0.35 -1.49  0.45
C22 -3.59 -3.44 -3.77  -0.25
S5 -3.09 -2.37 -5.13  0.79
C23 -4.51 -1.21 -5.08  -0.24
O2 -3.26 -3.22 -6.31  -0.57
H13 -4.27 -4.20 -4.16  0.06
H14 -3.94 -2.81 -2.98  -0.01
H15 -2.65 -3.87 -3.43  0.05
H16 -4.72 -0.70 -4.17  0.02
H17 -5.39 -1.71 -5.54  0.07
H18 -4.16 -0.46 -5.75  0.02
C24 -1.53 3.18 -3.57  -0.15
O3 -1.05 2.90 -2.30  -0.34
C25 -0.33 3.84 -1.66  -1.37
S6 0.34 5.20 -2.43  0.49
S7 -0.03 3.50 -0.05  0.58
H19 -2.35 3.84 -3.48  0.08
H20 -1.84 2.18 -3.91  0.09
H21 -0.78 3.61 -4.22  0.05



Record 4
ORCA calculation (wB97M-V/def2-TZVPD) on a single C25H21N3O molecule at a distorted geometry.

## Properties
Lowest unoccupied orbital energy (eV): -0.07
2S+1: 1
Kohn-Sham gap (eV): 8.068
Net charge: 0
Relative energy (zero: lowest compared OMol25 entry of this formula, charge and spin) (kJ/mol): 367.2
Highest occupied orbital energy (eV): -8.1
Structure (SMILES): CN(C)c1ccc(C2(n3ccnc3C=O)c3ccccc3-c3ccccc32)cc1

Each line ends with the Löwdin charge.
Cartesian coordinates (Å):
C1 1.89 -4.18 -3.54  -0.07
N1 2.30 -2.80 -3.32  -0.23
C2 3.14 -2.21 -4.34  -0.08
C3 1.64 -1.97 -2.39  -0.24
C4 1.64 -2.28 -1.00  -0.01
C5 1.07 -1.42 -0.07  -0.08
C6 0.20 -0.35 -0.42  -0.13
C7 -0.44 0.43 0.69  -0.20
N2 -1.38 -0.68 1.41  0.10
C8 -1.53 -2.08 1.19  -0.04
C9 -2.39 -2.60 2.13  -0.10
N3 -2.76 -1.55 2.95  0.11
C10 -2.15 -0.45 2.59  -0.26
C11 -2.49 0.80 3.27  -0.24
O1 -2.69 0.81 4.42  0.11
C12 -1.41 1.50 0.33  -0.13
C13 -2.40 1.50 -0.66  -0.02
C14 -3.30 2.58 -0.69  -0.06
C15 -3.13 3.70 0.15  -0.08
C16 -2.03 3.80 1.01  -0.02
C17 -1.16 2.71 1.08  -0.14
C18 0.02 2.48 1.90  -0.11
C19 0.68 3.38 2.75  -0.01
C20 1.93 3.01 3.27  -0.08
C21 2.52 1.82 2.83  -0.08
C22 1.88 0.92 1.95  0.00
C23 0.51 1.12 1.65  -0.04
C24 0.17 -0.07 -1.85  0.00
C25 0.85 -0.85 -2.78  -0.02
H1 1.36 -4.58 -2.67  0.08
H2 1.20 -4.27 -4.40  0.09
H3 2.76 -4.83 -3.74  0.08
H4 3.64 -1.32 -3.93  0.09
H5 3.91 -2.92 -4.67  0.09
H6 2.54 -1.89 -5.22  0.08
H7 2.15 -3.20 -0.65  0.12
H8 1.27 -1.58 0.99  0.12
H9 -1.05 -2.55 0.38  0.09
H10 -2.82 -3.51 2.19  0.06
H11 -2.70 1.63 2.49  0.14
H12 -2.42 0.68 -1.39  0.12
H13 -4.14 2.51 -1.38  0.10
H14 -3.91 4.46 0.17  0.11
H15 -1.93 4.65 1.70  0.12
H16 0.21 4.31 3.09  0.11
H17 2.42 3.63 4.05  0.11
H18 3.53 1.58 3.20  0.10
H19 2.48 0.15 1.46  0.10
H20 -0.44 0.75 -2.27  0.11
H21 0.75 -0.74 -3.89  0.12



Record 5
ORCA calculation (wB97M-V/def2-TZVPD) on a single C25H21N5O2S molecule at a distorted geometry.

## Properties
Lowest unoccupied orbital energy (eV): 0.54
2S+1: 1
Kohn-Sham gap (eV): 9.050
Net charge: 0
Highest occupied orbital energy (eV): -8.5
Structure (SMILES): Cc1ccc(-c2nnc(CSc3nnc(COc4ccccc4)n3-c3ccccc3)o2)cc1

Each line ends with the Löwdin charge.
Cartesian coordinates (Å):
C1 -2.24 4.00 -4.61  -0.05
C2 -1.20 3.58 -3.62  -0.28
C3 -0.07 2.88 -4.03  -0.03
C4 0.89 2.50 -3.11  -0.01
C5 0.73 2.82 -1.77  -0.16
C6 1.71 2.40 -0.80  -0.28
N1 1.61 2.44 0.50  0.12
N2 2.73 1.89 1.00  0.08
C7 3.47 1.55 0.00  -0.43
C8 4.73 0.79 0.03  -0.33
S1 4.33 -0.93 0.56  0.98
C9 2.88 -1.12 -0.40  -0.63
N3 2.78 -0.88 -1.68  0.04
N4 1.50 -1.06 -2.02  0.09
C10 0.84 -1.42 -0.96  -0.26
C11 -0.62 -1.70 -0.87  -0.11
O1 -1.12 -1.02 0.27  -0.04
C12 -2.13 -1.58 1.00  -0.27
C13 -2.97 -2.59 0.55  -0.02
C14 -3.95 -3.09 1.39  -0.09
C15 -4.10 -2.59 2.67  -0.10
C16 -3.27 -1.57 3.11  -0.08
C17 -2.29 -1.07 2.29  -0.01
N5 1.67 -1.48 0.12  0.06
C18 1.34 -1.79 1.46  -0.22
C19 0.84 -3.05 1.76  -0.01
C20 0.47 -3.35 3.06  -0.07
C21 0.61 -2.39 4.05  -0.08
C22 1.13 -1.15 3.75  -0.07
C23 1.49 -0.84 2.45  -0.02
O2 2.89 1.86 -1.18  0.12
C24 -0.41 3.51 -1.35  -0.01
C25 -1.35 3.89 -2.27  -0.04
H1 -3.18 3.49 -4.40  0.08
H2 -2.43 5.07 -4.54  0.08
H3 -1.94 3.77 -5.63  0.07
H4 0.06 2.63 -5.07  0.11
H5 1.76 1.94 -3.43  0.12
H6 5.18 0.75 -0.96  0.09
H7 5.42 1.17 0.78  0.09
H8 -0.78 -2.78 -0.78  0.12
H9 -1.10 -1.34 -1.79  0.14
H10 -2.89 -2.98 -0.45  0.11
H11 -4.61 -3.87 1.04  0.10
H12 -4.87 -2.98 3.32  0.10
H13 -3.39 -1.17 4.11  0.10
H14 -1.63 -0.28 2.61  0.12
H15 0.74 -3.79 0.98  0.12
H16 0.07 -4.32 3.29  0.11
H17 0.32 -2.63 5.06  0.10
H18 1.24 -0.40 4.52  0.11
H19 1.88 0.14 2.21  0.09
H20 -0.52 3.74 -0.30  0.11
H21 -2.23 4.43 -1.95  0.11



Record 6
ORCA calculation (wB97M-V/def2-TZVPD) on a molecular structure, C25H21N7O4S2SeW at a distorted geometry.

## Properties
Lowest unoccupied orbital energy (alpha / beta) (eV): -0.95 / -2.48
2S+1: 3
Kohn-Sham gap (alpha / beta) (eV): 5.649 / 5.014
Net charge: 0
Highest occupied orbital energy (alpha / beta) (eV): -6.6 / -7.5

Each line ends with the Löwdin charge.
Cartesian coordinates (Å):
W1 1.13 0.90 -0.53  1.72
C1 2.75 -3.15 -3.55  -0.09
C2 1.82 -3.39 -2.60  -0.13
C3 1.66 -2.47 -1.44  -0.25
C4 2.79 -1.45 -1.30  -0.26
C5 3.68 -1.27 -2.31  -0.03
C6 3.68 -2.08 -3.45  -0.04
N1 2.65 -0.56 -0.22  -0.06
C7 2.55 -1.13 1.05  -0.24
C8 3.16 -2.32 1.45  -0.02
C9 2.92 -2.81 2.73  -0.09
C10 2.09 -2.12 3.61  -0.10
C11 1.52 -0.91 3.24  -0.03
C12 1.78 -0.42 1.97  -0.23
N2 1.37 0.80 1.42  -0.14
N3 0.02 1.11 1.36  -0.06
C13 -0.14 2.50 1.13  -0.42
C14 -1.25 3.25 1.49  -0.02
C15 -1.25 4.57 1.09  -0.04
C16 -0.18 5.08 0.35  -0.04
C17 0.85 4.24 -0.02  -0.10
N4 0.87 2.97 0.39  -0.02
H1 2.82 -3.82 -4.41  0.11
H2 1.16 -4.24 -2.68  0.10
H3 1.55 -3.02 -0.49  0.15
H4 4.40 -0.46 -2.22  0.13
H5 4.40 -1.91 -4.24  0.10
H6 3.79 -2.86 0.76  0.12
H7 3.38 -3.73 3.04  0.10
H8 1.90 -2.51 4.60  0.10
H9 0.90 -0.34 3.91  0.11
H10 -2.05 2.80 2.06  0.12
H11 -2.08 5.21 1.35  0.11
H12 -0.16 6.11 0.03  0.11
H13 1.68 4.56 -0.63  0.12
Se1 -0.61 -1.73 -3.12  0.89
C18 0.39 -1.59 -1.51  -0.74
N5 0.12 -0.76 -0.60  -0.11
N6 -3.38 0.66 -2.10  0.11
C19 -2.38 0.95 -1.23  -0.79
S1 -1.12 1.94 -1.76  0.79
N7 -2.44 0.47 0.02  0.07
C20 -3.47 -0.11 0.80  -0.21
C21 -4.82 -0.15 0.48  -0.03
C22 -5.71 -0.73 1.38  -0.08
C23 -5.28 -1.26 2.58  -0.09
C24 -3.93 -1.21 2.90  -0.07
C25 -3.03 -0.64 2.02  -0.02
H14 -3.21 0.93 -3.05  0.09
H15 -3.89 -0.20 -1.97  0.10
H16 -1.56 0.58 0.53  0.04
H17 -5.20 0.29 -0.42  0.09
H18 -6.76 -0.75 1.12  0.11
H19 -5.99 -1.71 3.26  0.10
H20 -3.57 -1.62 3.84  0.11
H21 -1.97 -0.59 2.27  0.10
O1 1.43 3.21 -2.59  -0.36
S2 2.37 2.12 -2.57  0.34
O2 2.89 1.95 -1.12  -0.43
O3 1.54 0.76 -2.56  -0.53
O4 3.40 2.09 -3.56  -0.25